The following is a DFT calculation (wB97M-V/def2-TZVPD) of a 5-piece molecular cluster, C36H63BF4N2O16 overall.

structure (SMILES)	CCCCCCCCCCCCCC[C@](C[C@@H](O)CN)(OC(=O)CCCN)B(O)CC.O=C1OC[C@@H](F)O1.O=C1OC[C@@H](F)O1.O=C1OC[C@@H](F)O1.O=C1OC[C@@H](F)O1
highest occupied orbital energy	-9.40	eV
F_max	8.56	eV Å⁻¹
DFT total energy	-3146.8330	a.u.
LUMO	0.37	eV

Cartesian coordinates (Å):
C 6.425 -0.318 -0.729
H -5.676 1.557 0.283
H 7.289 -7.498 1.070
C 9.169 -2.026 1.901
O 11.068 1.808 4.204
C -7.136 -2.825 -2.467
O -4.530 6.932 -2.971
H -3.413 0.836 -6.336
O -5.953 3.149 -4.512
O -1.088 -1.230 2.792
C 7.107 -6.626 1.708
C 0.777 3.611 -0.806
C 12.222 1.199 4.748
C -2.593 -0.492 0.938
H 8.438 -2.488 2.722
C -4.328 1.220 -6.799
H -7.272 4.150 -1.318
N -4.268 -0.318 4.260
C -3.669 2.554 0.826
O 8.835 1.528 4.613
H -4.233 3.773 -1.121
H 8.444 0.352 0.282
H -7.909 -4.794 -2.457
C -3.340 3.120 -0.673
H -6.087 -0.834 -3.263
H -2.634 2.398 1.390
H 0.883 4.540 -0.094
O -5.765 5.537 -1.646
O 8.858 -6.468 3.136
C 11.710 -0.132 5.182
C 9.994 1.186 4.779
H -7.241 -1.565 1.283
H -0.833 2.107 -1.391
C -5.577 6.358 -2.724
H 6.943 -6.160 3.815
H -2.167 0.172 4.474
H -5.677 -3.406 0.136
H -7.335 4.507 -3.712
C -7.517 5.379 -3.074
C -5.544 2.278 -5.261
C -1.944 4.029 -0.516
H -6.350 0.488 -7.168
H -4.189 3.457 1.411
O 10.094 -5.073 1.811
C -7.134 5.183 -1.647
O -6.699 6.449 -3.491
H 3.215 2.987 -2.053
H 7.351 -7.855 3.464
H -3.085 2.310 -1.476
C -2.537 -0.945 2.511
H -4.007 -1.038 4.998
H -5.072 1.183 2.040
H -4.616 -3.302 -1.769
H 7.128 -0.276 1.510
H 5.678 -1.225 -0.575
O -2.318 -1.085 -2.211
H 4.037 3.311 -0.313
C -5.534 0.420 -6.441
F -8.808 5.764 -3.178
C -2.985 0.179 3.605
C -4.698 1.296 0.915
H 8.987 -2.147 -0.451
H 6.107 1.716 -1.709
C 1.873 2.478 -0.250
H -4.838 -3.196 3.318
C -5.507 -3.501 2.409
O 7.924 -5.556 1.291
C -5.908 -1.990 -3.214
H 11.728 -0.897 4.398
H -3.095 -1.940 2.771
H 12.592 1.804 5.582
H 7.496 -2.807 0.529
C 9.046 -5.647 2.058
C 7.490 -6.822 3.135
C -4.994 -2.875 0.959
H -6.326 -4.724 -1.870
H -4.808 0.453 4.710
H -2.020 -1.365 0.357
H -0.643 2.396 0.501
C 3.349 2.599 -0.954
H 3.755 0.541 -1.894
O 10.377 0.133 5.555
H 0.994 3.893 -1.934
H -1.879 4.654 -1.528
O -4.631 2.490 -6.258
F -5.209 -0.876 -6.233
H -8.132 -2.568 -3.072
H -3.871 -3.193 0.705
H -1.957 4.722 0.428
C 4.040 1.078 -0.887
H -7.161 -2.448 -1.360
H -0.585 -0.396 2.508
H 13.012 1.116 3.997
O -4.182 -0.022 -1.112
H -1.855 0.442 0.840
H 6.974 -0.489 -1.770
F 5.815 -6.241 1.604
H 1.479 1.379 -0.500
H 1.940 2.547 0.936
H -3.808 -2.854 -3.411
N -6.972 -4.342 -2.596
C -4.074 -0.150 0.340
H -5.904 -2.397 -4.336
O -5.946 0.977 -5.213
B -5.248 -1.261 0.796
C 7.590 -0.432 0.443
H 10.141 -2.706 1.801
C 8.307 -1.940 0.490
F 12.378 -0.573 6.271
H -5.554 -4.690 2.359
C -4.462 -2.414 -2.515
H 3.609 0.424 -0.008
H -6.609 -3.140 2.653
O -6.651 -0.778 1.050
H 9.504 -0.947 2.283
H 5.974 1.779 0.199
C -0.707 2.947 -0.556
C -3.640 -1.126 -1.881
C 5.677 1.153 -0.754
H -3.031 1.281 3.219
H -7.680 5.845 -0.967
H -4.175 1.280 -7.880

The following is a DFT calculation (wB97M-V/def2-TZVPD) of a 11-piece molecular cluster, C36H63F3N8O18 overall.

structure (SMILES)	O=[N+]([O-])c1ccccc1.O=C1OC[C@@H](F)O1.O=C1OC[C@@H](F)O1.O=C1OC[C@@H](F)O1.CNC(C)=O.CNC(C)=O.CNC(C)=O.CNC(C)=O.CNC(C)=O.CNC(C)=O.CNC(C)=O
highest occupied orbital energy	-9.22	eV
F_max	5.68	eV Å⁻¹
DFT total energy	-3501.5454	a.u.
LUMO	-0.89	eV

Cartesian coordinates (Å):
H -22.279 -17.429 3.142
N -15.588 -15.199 8.458
H -17.443 -18.357 11.414
F -16.895 -12.906 7.800
H -15.355 -10.873 10.581
N -16.146 -11.254 12.500
H -18.358 -17.974 3.304
C -16.011 -18.449 6.579
C -17.657 -13.119 16.416
O -21.790 -14.919 3.345
C -18.828 -13.931 14.405
C -17.064 -15.379 10.330
H -19.441 -11.863 9.468
O -19.800 -11.951 7.423
C -23.030 -16.935 3.750
C -14.749 -17.121 4.240
O -23.133 -13.696 11.601
C -15.066 -11.162 3.786
H -13.209 -12.702 5.128
O -19.483 -10.524 5.645
H -23.960 -16.749 3.111
H -16.297 -14.916 10.947
C -17.920 -15.980 8.135
C -13.351 -11.604 5.181
H -21.953 -18.319 9.464
C -16.590 -18.807 11.898
H -12.451 -11.172 5.496
H -22.880 -16.109 6.057
O -14.774 -14.765 9.247
H -14.369 -19.184 3.698
H -19.027 -13.390 8.716
C -20.119 -19.443 9.105
C -20.946 -18.523 6.277
H -14.660 -17.071 15.299
H -15.849 -10.967 13.379
O -21.687 -11.959 11.735
H -20.879 -17.555 5.707
H -23.285 -17.587 4.559
H -18.573 -15.465 11.898
H -17.917 -9.351 13.508
C -14.946 -18.052 13.568
O -15.670 -11.011 2.788
H -18.180 -10.999 14.193
N -18.850 -13.506 15.718
N -17.405 -15.027 3.555
C -19.113 -16.394 8.686
C -21.663 -18.129 7.535
H -15.331 -12.520 11.115
O -15.576 -11.437 4.977
H -19.859 -19.427 10.138
C -19.077 -12.298 8.521
H -16.871 -19.825 12.296
H -21.170 -13.792 5.303
C -18.263 -15.988 3.891
C -14.585 -11.293 5.954
C -15.472 -19.214 5.412
H -16.372 -16.912 12.690
H -19.915 -15.760 14.119
C -18.539 -17.029 2.834
H -17.967 -13.002 17.422
C -17.018 -13.911 4.356
H -24.356 -14.868 10.436
H -13.348 -16.742 14.074
H -20.949 -14.286 14.383
C -16.907 -15.588 8.985
H -14.833 -16.732 5.260
O -13.702 -11.056 3.852
H -16.032 -14.069 4.835
H -15.797 -18.986 11.170
C -22.409 -14.575 9.644
O -15.667 -20.427 5.389
H -16.634 -17.680 6.142
H -17.765 -13.855 5.153
H -19.659 -13.744 16.292
N -22.432 -15.413 5.470
O -15.351 -15.483 7.263
C -15.215 -11.519 11.462
H -21.498 -19.349 5.840
H -19.916 -18.870 6.448
O -17.815 -10.923 7.111
H -15.005 -15.872 13.996
N -14.861 -18.568 4.337
H -20.908 -14.672 6.843
C -19.078 -11.059 6.602
O -17.881 -13.689 13.677
F -23.118 -15.940 11.515
H -15.366 -17.904 7.287
C -22.374 -15.662 4.160
C -18.321 -15.652 10.836
O -21.711 -13.379 9.948
O -14.333 -19.103 13.686
H -17.015 -15.039 2.608
H -17.294 -12.115 16.094
O -22.712 -17.500 7.555
C -22.102 -12.884 11.201
H -17.117 -11.400 9.033
N -16.118 -17.886 12.880
H -19.163 -19.085 8.663
H -22.922 -14.308 8.738
H -16.848 -13.822 16.202
C -18.280 -10.406 13.269
O -17.907 -11.443 11.140
C -21.713 -14.295 6.093
C -14.455 -16.824 14.242
H -15.429 -16.560 3.582
H -22.331 -13.565 6.583
H -14.724 -11.953 6.823
H -16.987 -13.013 3.756
H -20.138 -14.460 12.934
H -20.242 -20.492 8.823
H -19.605 -16.860 2.535
H -20.220 -16.529 10.403
O -18.802 -16.085 4.975
H -17.851 -16.023 7.040
C -17.472 -11.040 12.192
F -14.644 -9.978 6.357
C -23.345 -14.808 10.786
H -19.317 -10.487 12.902
C -17.674 -11.828 8.244
H -13.700 -16.771 4.034
C -19.237 -16.237 10.073
H -17.904 -16.900 1.943
H -21.735 -15.396 9.426
H -16.749 -19.138 7.074
H -19.901 -16.808 8.054
C -20.056 -14.662 13.966
N -21.223 -18.551 8.784
H -14.178 -11.330 11.787